Entry 1:
C3H2CuMgO2 | ωB97M-V/def2-TZVPD

Output
- Max |F|: 2.95 eV/Å
- 2S+1: 2
- HOMO energy (alpha / beta): -5.828 / -7.228 eV
- Kohn-Sham gap (alpha / beta): 0.1544 / 0.2052 Eh
- Net charge: 0

Last column: natural (NBO) charge in e.
Atoms and positions in Å:
C (0.656485, -0.022149, -0.326912)  0.152
Cu (-1.513184, -1.905165, 1.316820)  0.836
O (-1.088171, 0.161506, 0.702104)  -0.677
C (-0.698223, 0.557809, -0.630545)  -0.136
H (-0.727699, 1.651659, -0.745389)  0.196
H (-1.302303, 0.082332, -1.417295)  0.193
Mg (2.527599, 0.170577, 1.041403)  0.917
O (1.842850, -0.222950, -0.862317)  -0.886
C (0.302645, -0.473617, 0.922132)  -0.593

Atomic forces in eV per Å
C 1.795 -2.321 -0.258
Cu 1.432 1.192 -0.361
O -1.147 0.124 0.419
C 0.041 0.536 -0.006
H -0.129 -0.253 0.055
H 0.335 0.074 0.198
Mg -0.271 -0.249 -0.365
O -0.667 1.137 0.195
C -1.389 -0.239 0.121

=====

Entry 2:
C3H2DyFO2 | ωB97M-V/def2-TZVPD

Output
- Max |F|: 4.08 eV/Å
- Energy relative to the best compared isomer or geometry (same formula, charge and spin): 1.505 eV
- 2S+1: 7
- HOMO energy (alpha / beta): -13.276 / -13.554 eV
- Kohn-Sham gap (alpha / beta): 0.2784 / 0.2746 Eh
- Net charge: +1

Last column: Mulliken spin population.
Atoms and positions in Å:
F (0.829637, 1.856410, -0.784878)  0.004
O (-0.352471, -1.412374, -0.382095)  -0.013
O (-2.396685, -0.467650, -0.811344)  -0.001
C (0.616886, -0.541872, 0.371128)  0.123
C (-0.408186, 0.535820, 0.361298)  -0.009
C (-1.296417, -0.442591, -0.316674)  0.003
H (0.919751, -0.956835, 1.343820)  0.041
H (-0.687690, 1.241480, 1.144435)  -0.007
Dy (2.775176, 0.187610, -0.925690)  5.859

Atomic forces in eV per Å
F 0.776 -1.558 0.167
O 0.455 -0.427 0.324
O 1.954 0.283 1.521
C -1.977 1.500 0.210
C 3.233 -1.125 1.768
C -2.215 -0.532 -3.388
H -0.179 0.118 -0.158
H 0.386 0.378 -0.705
Dy -2.434 1.363 0.259

=====

Entry 3:
C3H2F2 | ωB97M-V/def2-TZVPD

Output
- Max |F|: 4.21 eV/Å
- Energy relative to the best compared isomer or geometry (same formula, charge and spin): 3.704 eV
- 2S+1: 1
- HOMO energy: -9.711 eV
- Kohn-Sham gap: 0.3796 Eh
- Net charge: 0

Last column: natural (NBO) charge in e.
Atoms and positions in Å:
C (0.558386, -0.717800, -0.036885)  -0.272
C (-0.342066, -0.189148, 0.775624)  0.372
C (-0.044740, 0.557784, -0.439967)  0.263
F (-1.026881, -0.175002, 1.955165)  -0.279
F (0.621900, 1.751134, -0.493778)  -0.343
H (1.305985, -1.468233, 0.055977)  0.240
H (-1.072584, 0.241264, -1.816136)  0.020

Atomic forces in eV per Å
C -0.735 0.351 2.849
C -0.211 0.798 -0.001
C -2.613 -1.278 -2.903
F 1.201 -0.210 -2.112
F -0.568 -0.791 -0.135
H 0.536 -0.335 -0.845
H 2.391 1.465 3.146

=====

Entry 4:
C3H2F2N2S | ωB97M-V/def2-TZVPD

Output
- Max |F|: 5.62 eV/Å
- Energy relative to the best compared isomer or geometry (same formula, charge and spin): 1.901 eV
- 2S+1: 1
- HOMO energy: -8.771 eV
- Kohn-Sham gap: 0.3458 Eh
- Net charge: 0

Last column: natural (NBO) charge in e.
Atoms and positions in Å:
C (0.853006, 0.226605, 0.349866)  -0.068
C (-1.259042, 0.201779, -0.082930)  0.433
C (-0.309981, 1.040838, 0.145959)  0.211
H (2.999975, -0.742652, -0.379881)  0.165
H (-1.448886, -1.843152, 0.173552)  0.414
N (0.478128, -1.049756, 0.177541)  -0.257
N (-0.764353, -1.053387, -0.108752)  -0.333
F (-2.593570, 0.358637, -0.167945)  -0.292
F (-0.492304, 2.335777, 0.035014)  -0.281
S (2.537028, 0.525307, -0.142427)  0.008

Atomic forces in eV per Å
C 0.317 -1.375 -2.051
C -4.373 -2.785 -0.376
C 2.798 1.902 0.309
H -0.891 0.518 0.300
H 2.024 1.395 -0.866
N 3.463 -0.144 1.186
N -5.358 -1.511 0.800
F 0.800 0.157 -0.227
F 0.588 1.189 0.366
S 0.631 0.655 0.559

=====

Entry 5:
C3H2F2O | ωB97M-V/def2-TZVPD

Output
- Max |F|: 5.26 eV/Å
- Energy relative to the best compared isomer or geometry (same formula, charge and spin): 1.259 eV
- 2S+1: 1
- HOMO energy: -10.073 eV
- Kohn-Sham gap: 0.4132 Eh
- Net charge: 0

Last column: natural (NBO) charge in e.
Atoms and positions in Å:
C (-3.200150, -0.046632, -0.456341)  0.502
C (0.471162, -0.400977, -0.153453)  0.176
C (1.518991, 0.093434, 0.429990)  0.102
O (-2.759288, 0.902059, -0.037976)  -0.501
F (-0.464254, -1.059215, 0.380689)  -0.302
F (2.407620, 0.810988, -0.398339)  -0.347
H (0.182890, -0.301802, -1.277843)  0.173
H (1.843026, 0.002144, 1.513276)  0.197

Atomic forces in eV per Å
C 0.082 0.248 0.101
C 0.223 1.436 -5.052
C 2.617 1.197 0.766
O -0.128 -0.221 -0.110
F -2.563 -2.222 2.719
F -1.110 -0.981 1.365
H 1.376 0.328 1.908
H -0.498 0.215 -1.696

=====

Entry 6:
C3H2F2O | ωB97M-V/def2-TZVPD

Output
- Max |F|: 2.03 eV/Å
- Energy relative to the best compared isomer or geometry (same formula, charge and spin): 0.754 eV
- 2S+1: 1
- HOMO energy: -10.443 eV
- Kohn-Sham gap: 0.3856 Eh
- Net charge: 0

Last column: natural (NBO) charge in e.
Atoms and positions in Å:
C (1.109153, -0.684844, -0.011375)  0.200
C (-0.000345, 0.060701, 0.071665)  0.212
C (-1.305611, -0.649788, 0.078788)  0.345
H (1.093529, -1.771796, -0.112475)  0.191
H (-1.232415, -1.728281, 0.149461)  0.123
O (-2.356636, -0.065859, -0.090904)  -0.492
F (2.287367, -0.068116, -0.034296)  -0.303
F (-0.045944, 1.364842, 0.018271)  -0.277

Atomic forces in eV per Å
C -0.425 0.989 0.108
C -0.504 -1.959 -0.206
C -0.564 1.552 -0.773
H 0.197 0.428 0.253
H -0.050 -0.644 0.176
O 0.745 -0.623 0.415
F 0.265 -0.443 -0.165
F 0.336 0.699 0.193